Formula: C10H10ClNOS
Source: the OMol25 dataset
Level of theory: the ωB97M-V functional and the def2-TZVPD basis

Summary:
LUMO = -0.06 eV
HOMO = -0.2875 hartree
total energy = -1375.30625 Eh
frontier orbital gap = 7.77 eV

Cartesian coordinates (Å):
C 1.4767 -0.1506 2.7358
C 1.6173 1.1420 0.7045
C 2.7913 0.2212 3.0402
C 2.9113 1.5191 0.9764
C 0.8903 0.3397 1.5148
C 3.4271 1.0747 2.1522
C -3.0373 -1.3607 -0.8443
C -2.7147 -0.3447 0.2458
C -1.1466 -0.5161 -1.6567
C -0.1514 -0.3914 -2.7421
N -2.1213 -1.4558 -1.7345
O -0.3684 0.0033 1.3253
S -1.2602 0.4417 -0.2624
Cl 5.0514 1.4798 2.6168
H 0.9386 -0.7243 3.4629
H 1.0286 1.4496 -0.1129
H 3.3399 0.0681 3.9902
H 3.3964 2.3145 0.3728
H -4.0023 -1.8124 -0.9193
H -3.4111 0.4039 0.5690
H -2.4875 -0.9841 1.0424
H 0.7421 -0.9400 -2.3556
H 0.3198 0.5522 -2.7915
H -0.5388 -0.6441 -3.7002

Atoms 1-3, force components in eV/Å:
1.261 0.832 -0.425
-0.320 0.104 -0.738
-1.090 0.415 0.026